Below is a cluster of 2 separate species, C10H10Br2N3 in total at a distorted geometry, with properties calculated with the ωB97M-V functional and the def2-TZVPD basis.

Structure (XYZ):
```
25
Properties=species:S:1:pos:R:3:forces:R:3
C 2.623449 -1.394068 -0.563658 1.67 -0.42 -1.85
C 3.423354 -0.311935 -0.215047 0.41 0.82 -0.69
C 1.329340 -1.524807 -0.221225 -2.47 0.46 1.84
C 2.789924 0.741457 0.438663 3.11 -0.24 0.97
C -2.757942 -0.493067 1.876711 2.78 -1.43 -1.57
C 0.698050 -0.474416 0.584679 0.09 -3.28 -1.66
C 1.497759 0.617754 0.877648 -1.45 0.71 0.54
C -2.878249 -1.402074 0.870408 0.57 0.24 -0.07
C -0.725356 -0.794078 0.932115 1.26 1.47 0.09
C -0.871979 1.745959 -1.961636 1.70 -2.90 0.18
N -1.615919 -1.594523 0.291363 -0.50 2.68 2.61
N -1.381315 -0.171929 1.896581 -1.46 0.79 1.62
N -1.404660 2.778120 -2.443547 1.62 1.95 -3.72
Br 0.856115 2.104972 1.876045 -0.13 -0.09 0.04
Br -4.332696 -2.225807 0.121758 -0.35 -0.28 0.06
H 3.042833 -2.053748 -1.310929 0.08 -0.63 0.40
H 4.518505 -0.250847 -0.564921 -1.98 -0.08 0.76
H 0.760801 -2.483559 -0.429524 0.81 1.42 0.00
H 3.492665 1.515221 0.849523 -1.32 -0.31 -0.66
H -3.280156 -0.312881 2.745658 -1.67 0.69 1.14
H -0.109056 1.418216 -2.709702 0.09 0.05 0.55
H -1.405039 -2.305865 -0.324175 0.46 -1.38 -1.84
H -1.039161 0.468414 2.669385 0.10 -1.02 -1.87
H -2.148828 3.100175 -1.939445 -2.32 1.89 1.08
H -1.082440 3.303315 -3.346729 -1.08 -1.11 2.05
```
Positions in Å, forces in eV/Å.

Its total charge is +1. The value obtained for the largest force on an atom is 4.5 eV/A. Its LUMO energy is -3.60 eV. As for the frontier orbital gap: 0.2790 hartree.

Below is a cluster of 2 separate species, C3H4N4O2 in total at a distorted geometry, with properties calculated with the ωB97M-V functional and the def2-TZVPD basis.

Structure (XYZ):
```
13
Properties=species:S:1:pos:R:3:forces:R:3
C 1.026740 -0.594550 -0.508069 4.06 -1.93 -1.59
C 1.016132 0.916874 -2.027530 -1.84 -2.94 3.90
C -1.296078 -0.265508 1.964840 2.71 -3.01 -3.91
H 0.393255 -1.444998 0.913666 3.24 -3.35 -1.58
H 1.075030 1.371495 -2.949375 0.78 1.52 -1.54
H -1.163387 1.595829 0.471581 0.19 -3.82 0.75
H -1.846553 0.379713 2.590462 -0.75 0.57 0.92
N 1.895804 0.012155 -1.489838 -3.84 -1.88 2.66
N -0.159641 0.960992 -1.425638 -2.05 0.76 -0.48
N -0.316271 -0.078106 -0.422907 3.86 2.24 -3.29
N -1.112619 0.457719 0.605996 -0.05 0.42 3.78
O 1.385455 -1.845945 0.024313 -5.34 5.71 2.76
O -0.897866 -1.465669 2.252500 -0.98 5.72 -2.37
```
Positions in Å, forces in eV/Å.

The value obtained for the largest force on an atom is 8.3 eV/A. Its LUMO energy is -0.30 eV. As for the frontier orbital gap: 0.3317 hartree.

Below is the ion C7H11N2 with charge +1 at a distorted geometry, with properties calculated with the ωB97M-V functional and the def2-TZVPD basis.

Structure (XYZ):
```
20
Properties=species:S:1:pos:R:3:forces:R:3
C 0.599880 0.533523 1.914080 -1.37 -0.09 0.63
N 1.614138 -0.197955 1.959369 1.15 -0.16 0.69
C 1.897015 -1.018153 0.807029 -3.96 -0.70 -0.47
C 0.512334 -0.560821 -0.169231 2.88 -1.15 -0.78
C 0.278237 -0.102875 -1.577095 1.72 2.05 -2.43
C -1.071572 0.672378 -1.463667 2.18 4.13 -2.36
C -1.165114 1.242520 -0.023779 0.96 0.72 -0.76
C -0.285443 0.290985 0.677707 0.78 0.33 2.56
N -0.662711 -1.161361 0.452587 -0.63 -0.25 1.72
H 0.359604 1.240058 2.747740 0.10 -0.64 -0.91
H 1.797398 -2.190539 1.086060 0.75 2.87 -0.92
H 2.805343 -0.627316 0.377798 0.36 -0.64 -0.37
H 0.307472 -0.760315 -2.466638 -0.39 -0.52 1.02
H 1.135966 0.605652 -1.955206 -1.33 -0.97 1.48
H -1.774298 0.015710 -1.867899 -2.01 -0.95 0.38
H -1.191974 1.616369 -2.189401 0.69 -2.20 1.21
H -0.826967 2.317110 0.258107 -0.28 -1.73 -1.27
H -2.193248 1.217130 0.160038 -1.58 -0.12 1.33
H -0.575131 -1.812037 1.216739 0.63 -0.11 0.44
H -1.560927 -1.320064 0.055660 -0.65 0.12 -1.20
```
Positions in Å, forces in eV/Å.

Its total charge is +1. The value obtained for the largest force on an atom is 5.2 eV/A. Its LUMO energy is -3.42 eV. As for the frontier orbital gap: 0.3938 hartree. The SMILES is C1=NC[C@]23CCC[C@]12[NH2+]3.

Below is a cluster of 7 separate species, C8H6BCl24O6PS in total, with properties calculated with the ωB97M-V functional and the def2-TZVPD basis.

Structure (XYZ):
```
47
Properties=species:S:1:pos:R:3:forces:R:3
C 0.133156 -0.047303 6.095706 0.07 0.01 -0.21
B 0.500006 -0.918924 4.859471 -0.14 0.02 -0.08
O -0.396959 -1.444513 3.970847 0.74 0.04 -0.20
O 1.874771 -1.259154 4.692236 -0.10 -0.04 0.15
C 2.662793 -0.746214 3.775643 -0.12 -0.09 0.00
O 3.846932 -0.777644 3.776594 0.02 0.02 -0.03
O 1.919162 -0.148811 2.753054 0.11 -0.11 -0.03
P 2.261557 1.347954 2.260473 -0.10 0.82 0.37
O 3.740591 1.320261 1.713180 -0.22 -0.11 -0.16
O 1.388954 1.456753 0.946445 0.14 -0.28 0.24
S 1.881452 2.680118 3.596811 0.07 -0.20 -0.05
H -0.918007 0.234170 6.099609 -0.01 0.00 0.11
H 0.360188 -0.617911 7.001006 -0.03 0.05 0.04
H 0.753769 0.851089 6.116332 0.00 0.00 0.07
H -0.885770 -0.767544 3.502602 -0.57 0.00 0.10
H 4.274194 1.944161 2.220035 0.18 -0.02 0.02
H 0.530904 1.841347 1.178112 -0.06 0.10 -0.27
Cl -0.026638 2.645797 -2.584999 0.03 0.06 0.02
C -1.407513 2.295980 -1.549075 -0.02 -0.08 -0.01
Cl -1.545554 0.555706 -1.313146 0.01 -0.02 0.05
Cl -1.193354 3.082022 0.031616 -0.08 0.13 -0.01
Cl -2.869578 2.930758 -2.299930 -0.07 0.12 0.14
Cl -5.429853 0.531541 -5.060120 0.04 -0.09 -0.10
C -3.943671 -0.419237 -5.044227 0.05 -0.03 0.02
Cl -3.721205 -1.230318 -6.593088 -0.07 -0.03 -0.03
Cl -2.570896 0.650361 -4.744132 0.07 -0.08 -0.18
Cl -4.036698 -1.624689 -3.754032 0.01 -0.01 0.02
Cl 2.501860 0.167994 -2.426714 0.01 -0.02 0.00
C 3.006910 -1.314124 -1.606404 -0.03 0.03 0.02
Cl 2.367170 -2.712701 -2.476329 -0.01 -0.02 -0.02
Cl 4.768253 -1.397674 -1.566198 0.02 0.00 0.00
Cl 2.377988 -1.303089 0.040443 0.05 -0.25 -0.13
Cl -8.932984 4.129411 -3.549688 0.00 0.01 0.00
C -8.304260 2.697183 -2.732429 0.00 0.01 0.00
Cl -8.895924 1.245566 -3.547552 0.00 -0.01 -0.01
Cl -6.538882 2.713464 -2.788591 -0.04 0.09 0.11
Cl -8.841728 2.690611 -1.051849 0.00 0.00 0.01
Cl -0.069127 -2.826361 -6.852289 -0.01 0.00 0.02
C -0.246762 -1.943636 -8.370764 0.00 0.00 0.02
Cl -1.627696 -2.589510 -9.268445 -0.01 0.01 0.01
Cl -0.512596 -0.233671 -8.027978 0.02 0.04 -0.02
Cl 1.217048 -2.130351 -9.339421 0.01 -0.01 0.00
Cl 4.512641 -3.063003 6.411299 -0.01 -0.01 0.00
C 6.110315 -2.312228 6.378693 -0.04 0.02 -0.01
Cl 6.047871 -0.766489 7.235537 -0.01 0.01 0.00
Cl 7.274554 -3.376964 7.179607 0.01 0.00 0.01
Cl 6.602614 -2.040185 4.712050 0.10 -0.04 -0.01
```
Positions in Å, forces in eV/Å.

The value obtained for the largest force on an atom is 0.9 eV/A. Its LUMO energy is -0.17 eV. As for the frontier orbital gap: 0.3522 hartree. The SMILES is CB(O)OC(=O)OP(O)(O)=S.ClC(Cl)(Cl)Cl.ClC(Cl)(Cl)Cl.ClC(Cl)(Cl)Cl.ClC(Cl)(Cl)Cl.ClC(Cl)(Cl)Cl.ClC(Cl)(Cl)Cl.

Below is a cluster of 2 separate species, C5H15NO in total at a distorted geometry, with properties calculated with the ωB97M-V functional and the def2-TZVPD basis.

Structure (XYZ):
```
22
Properties=species:S:1:pos:R:3:forces:R:3
C -2.068771 0.998264 -1.087175 1.00 -1.79 -2.18
C -0.616781 0.678269 -0.606016 -2.04 -0.26 0.38
C -0.677403 -0.571617 0.286949 -0.07 1.84 1.59
N 0.630840 -1.083387 0.730788 -0.75 -1.48 -0.87
C 0.401117 -2.395744 1.310131 -0.37 0.11 2.94
C 1.684697 -1.168578 -0.267750 -0.70 -0.31 -0.88
H -2.778589 0.933665 -0.271155 -0.22 0.63 -0.08
H -2.088056 1.826888 -1.799010 -0.18 0.86 1.07
H -2.348442 0.248620 -1.864116 -0.11 -0.31 0.89
H -0.419595 1.602813 -0.016910 1.24 -0.88 -0.56
H -0.014202 0.362708 -1.455689 0.39 1.08 -0.12
H -1.399241 -1.320293 -0.048821 0.41 -0.37 -0.78
H -1.174931 -0.202169 1.207228 0.18 -0.32 -0.07
H 1.319551 -2.846521 1.661895 0.52 0.07 -0.12
H -0.169700 -3.231887 0.887221 -0.10 0.52 -1.27
H -0.150592 -2.221786 2.266337 0.18 -0.05 -0.48
H 2.456704 -1.821024 0.121376 0.42 0.34 0.24
H 1.387772 -1.683409 -1.220666 -0.08 0.47 0.38
H 2.039963 -0.164383 -0.490403 0.29 -0.14 -0.10
O 1.016537 3.816564 0.418395 0.63 0.56 -0.30
H 1.493744 3.599433 -0.390720 -0.26 -0.49 -0.12
H 1.475378 4.643572 0.628111 -0.39 -0.07 0.42
```
Positions in Å, forces in eV/Å.

The value obtained for the largest force on an atom is 3.0 eV/A. Its LUMO energy is 0.79 eV. As for the frontier orbital gap: 0.3383 hartree. The SMILES is CCCN(C)C.O.

Number 1: HOMO level -11.2 eV, E -5699.01764 Eh. Number 2: HOMO level -9.3 eV, E -485.99337 Eh. Number 3: HOMO level -14.1 eV, E -382.47805 Eh. Number 4: HOMO level -9.8 eV, E -12569.03225 Eh. Number 5: HOMO level -8.4 eV, E -329.43488 Eh.